1.
Entry from OMol25: a molecular structure, C34H56F3N3OReSSi4 at a distorted geometry (wB97M-V/def2-TZVPD).

Results
* HOMO-LUMO gap (spin up / spin down): 6.82 / 6.82 eV
* HOMO energy (spin up / spin down): -7.3 / -7.2 eV
* LUMO energy (spin up / spin down): -0.01646 / -0.01360 Eh
* spin multiplicity: 2
* <S²>: 0.78
* energy: -95316.496 eV
* charge: 0

Positions of all 103 atoms, in Å:
Re1 0.02361 0.31269 0.31465
F1 4.80576 3.79950 2.17917
C1 3.63229 4.31873 2.55786
F2 3.79262 5.66433 2.51269
F3 3.44199 4.02039 3.85054
C2 2.47890 3.89037 1.67584
C3 1.78823 4.87170 1.02157
C4 0.71503 4.52105 0.20500
C5 0.43344 3.19175 0.09424
N1 1.06796 2.19084 0.73032
C6 2.13466 2.49644 1.56387
S1 2.94600 1.34407 2.47139
H1 2.07465 5.90655 1.13691
H2 0.13723 5.24851 -0.34439
H3 -0.38297 2.87759 -0.52793
C7 1.39893 3.29521 -3.01527
Si1 -0.12592 2.18107 -3.04396
C8 -0.44733 2.01923 -4.89008
C9 -1.68592 3.15001 -2.56227
C10 0.18548 0.57715 -2.02555
C11 1.63953 0.36076 -1.88706
C12 2.62621 0.41217 -2.87787
C13 3.93778 0.15942 -2.54578
C14 4.25575 -0.15898 -1.22940
C15 3.24176 -0.22665 -0.30094
N2 1.96437 0.02636 -0.62477
Si2 -0.45751 -0.94845 -2.95720
C16 -2.30851 -1.08803 -2.69932
C17 0.56986 -2.40151 -2.39333
C18 -0.19326 -1.07491 -4.82427
H4 1.08856 4.32406 -3.22176
H5 2.08470 3.00142 -3.81201
H6 1.96376 3.29802 -2.08620
H7 -0.55232 3.04764 -5.25193
H8 -1.37708 1.50125 -5.12194
H9 0.35882 1.55183 -5.45389
H10 -1.49047 4.22342 -2.63546
H11 -2.08908 2.95464 -1.57438
H12 -2.47796 2.91570 -3.27726
H13 2.33898 0.64645 -3.89460
H14 4.71006 0.19902 -3.30383
H15 5.27124 -0.36506 -0.92363
H16 3.42339 -0.47117 0.72860
H17 -2.59046 -0.88263 -1.66981
H18 -2.69890 -2.06939 -2.97824
H19 -2.81165 -0.35034 -3.33291
H20 0.59575 -2.49461 -1.31346
H21 1.59487 -2.25061 -2.74163
H22 0.21609 -3.34035 -2.82153
H23 -0.91325 -0.53705 -5.43478
H24 -0.29203 -2.13893 -5.06121
H25 0.80964 -0.77548 -5.13505
C19 2.70954 -2.07511 2.85640
Si3 1.59381 -2.84368 1.55193
C20 2.58766 -3.36774 0.04954
C21 1.21189 -4.52613 2.31406
C22 -0.02780 -1.81304 1.26006
C23 -0.28778 -1.13379 2.57771
C24 -0.74466 -1.63011 3.80416
C25 -0.87547 -0.75482 4.86289
C26 -0.58632 0.59877 4.69838
C27 -0.16903 1.02752 3.45999
N3 -0.01832 0.16532 2.45091
Si4 -1.47295 -3.05208 0.84732
C28 -1.16740 -4.18246 -0.61111
C29 -1.94375 -4.31865 2.18177
C30 -3.12672 -2.22148 0.58523
H26 3.13522 -2.91303 3.41558
H27 2.17457 -1.44027 3.56239
H28 3.53694 -1.48333 2.47438
H29 3.50375 -3.82221 0.44100
H30 2.87354 -2.59987 -0.65979
H31 2.05229 -4.14426 -0.49993
H32 2.18339 -4.96517 2.55991
H33 0.71728 -5.20758 1.62188
H34 0.63094 -4.48523 3.23614
H35 -0.95560 -2.67646 3.92859
H36 -1.20394 -1.12499 5.82610
H37 -0.67766 1.30213 5.51316
H38 0.06828 2.06126 3.25307
H39 -0.17368 -4.63148 -0.60948
H40 -1.32287 -3.70688 -1.57478
H41 -1.89573 -4.99293 -0.51316
H42 -1.34681 -5.22588 2.13020
H43 -2.97035 -4.59425 1.91874
H44 -1.96675 -3.99836 3.21882
H45 -3.07117 -1.27026 0.07227
H46 -3.61363 -2.06931 1.54956
H47 -3.75599 -2.89532 -0.00258
C31 -3.52252 0.76126 2.21034
C32 -2.97410 1.39158 0.92932
C33 -2.64051 2.84655 1.24582
C34 -4.00655 1.24933 -0.18099
O1 -1.77103 0.67818 0.53799
H48 -4.29338 1.41984 2.61560
H49 -2.73420 0.66139 2.95743
H50 -3.96961 -0.21052 2.03511
H51 -3.55241 3.44286 1.19404
H52 -1.92631 3.27914 0.55625
H53 -2.22956 2.94153 2.25197
H54 -4.93673 1.72596 0.13255
H55 -4.21437 0.19677 -0.37017
H56 -3.68669 1.70214 -1.11431

Atoms 1-2, force components in eV/Å:
0.93 -0.23 0.73
0.04 -0.03 -0.03


2.
Entry from OMol25: a molecular structure, C5H8O (wB97M-V/def2-TZVPD).

Results
* HOMO-LUMO gap: 9.16 eV
* HOMO energy: -8.2 eV
* LUMO energy: 0.03447 Eh
* energy: -7356.915 eV
* charge: 0

Positions of all 14 atoms, in Å:
C1 0.69115 -0.09143 1.33426
C2 -0.25246 -0.21274 0.15866
C3 0.19434 -1.05850 -1.01151
C4 0.31063 0.27524 -1.66012
C5 -1.17406 0.99259 -0.16663
O1 -1.61258 -0.16785 0.49573
H1 0.44759 0.77725 1.95286
H2 0.60497 -0.98478 1.96312
H3 1.72928 -0.00564 1.00157
H4 -0.58603 -1.71008 -1.40882
H5 1.10039 -1.61789 -0.76529
H6 1.23482 0.74553 -1.27016
H7 -1.70232 1.19708 -1.08868
H8 -0.98573 1.86122 0.46501

Atoms 1-2, force components in eV/Å:
0.03 0.07 -0.03
0.38 -0.20 0.18


3.
Entry from OMol25: 2 unconnected molecules or ions with the total composition C3H10N4 at a distorted geometry (wB97M-V/def2-TZVPD).

Results
* HOMO-LUMO gap (spin up / spin down): 8.58 / 8.58 eV
* HOMO energy (spin up / spin down): -17.5 / -17.5 eV
* LUMO energy (spin up / spin down): -0.32749 / -0.32742 Eh
* energy: -9213.290 eV
* charge: +2

Positions of all 17 atoms, in Å:
C1 -3.26426 -0.48677 -1.34507
C2 -3.21282 -1.17652 0.75672
C3 -3.89572 1.29422 0.29684
N1 -2.91178 -1.71825 -1.48860
N2 -3.45990 -0.04690 -0.11712
N3 -2.90295 -2.24486 0.02588
N4 8.37151 0.38899 -0.02408
H1 -3.40509 0.02944 -2.22399
H2 -2.35432 -0.91342 1.63270
H3 -3.99720 -1.29371 1.53114
H4 -4.81658 1.30619 1.00929
H5 -3.09562 1.71901 0.85443
H6 -4.15652 1.83853 -0.56604
H7 8.55733 -0.34461 -0.69629
H8 7.32720 0.25435 -0.12930
H9 8.57860 1.23109 -0.48345
H10 8.63813 0.16323 0.96695

Atoms 1-2, force components in eV/Å:
-0.48 0.74 1.99
0.96 3.09 1.95


4.
Entry from OMol25: a gas-phase ion, C5H9N2O (charge +1) at a distorted geometry (wB97M-V/def2-TZVPD).

Results
* HOMO-LUMO gap (spin up / spin down): 7.01 / 7.07 eV
* HOMO energy (spin up / spin down): -12.5 / -12.6 eV
* LUMO energy (spin up / spin down): -0.20245 / -0.20488 Eh
* energy: -10345.179 eV
* charge: +1

Positions of all 17 atoms, in Å:
C1 -0.49779 1.61280 1.41200
C2 0.18926 -0.34312 0.26376
C3 -1.09094 0.83622 -1.32520
C4 0.47491 -0.39085 2.58284
C5 0.26677 -0.89372 -2.17035
N1 0.06676 0.34950 1.40418
N2 -0.15302 -0.09800 -0.98152
O1 -0.97294 1.26460 -2.54610
H1 -0.82231 2.13885 2.27396
H2 0.87032 -1.21692 0.49583
H3 0.36327 0.19082 3.58894
H4 0.06973 -1.34590 2.73198
H5 1.52558 -0.57064 2.30127
H6 -0.55815 -1.32165 -2.74550
H7 0.92573 -0.34000 -2.77656
H8 0.98499 -1.78388 -1.80658
H9 -1.64220 1.91187 -2.70294

Atoms 1-2, force components in eV/Å:
1.39 -1.41 -3.27
2.51 -1.97 0.20


5.
Entry from OMol25: a molecular structure, C20H29Cl8FO4 at a distorted geometry (wB97M-V/def2-TZVPD).

Results
* HOMO-LUMO gap: 8.11 eV
* HOMO energy: -8.2 eV
* LUMO energy: -0.00312 Eh
* energy: -132276.955 eV
* charge: 0

Positions of all 62 atoms, in Å:
C1 2.23342 -2.44321 2.66580
Cl1 2.19575 -4.23144 2.67248
Cl2 3.17969 -2.02764 4.12226
Cl3 2.98646 -1.86229 1.13784
Cl4 0.57527 -1.81263 2.83970
C2 -2.91359 -4.54909 -0.25909
Cl5 -2.41082 -3.13403 -1.26963
Cl6 -1.64081 -5.83634 -0.37758
Cl7 -3.19420 -4.06189 1.49213
Cl8 -4.53751 -4.99677 -0.77981
C3 -4.77030 -0.32414 1.14160
C4 -3.52152 -1.02866 1.33118
O1 -3.30497 -2.03289 0.65701
C5 -2.54751 -0.44670 2.33830
H1 -4.59888 0.26332 0.23961
H2 -5.09655 0.37104 1.91515
H3 -5.53093 -1.02346 0.79450
H4 -2.99935 -0.82725 3.25433
H5 -2.55941 0.63645 2.21686
H6 -1.57286 -0.84838 2.06115
C6 2.67904 -1.43041 -1.45161
C7 3.57220 -0.21984 -1.13685
O2 4.17751 -0.11468 -0.05233
C8 3.52798 0.90689 -2.14165
H7 3.34837 -2.22852 -1.77272
H8 2.00449 -1.24331 -2.28713
H9 2.09791 -1.87995 -0.64645
H10 4.33341 0.68237 -2.84091
H11 3.74464 1.88227 -1.70600
H12 2.55360 0.85347 -2.62728
C9 1.99930 3.31061 3.35843
C10 1.06583 2.32496 2.74370
O3 0.44153 1.61626 3.51497
C11 0.72863 2.37556 1.27521
H13 3.00308 2.94736 3.57883
H14 1.43509 3.62500 4.23647
H15 2.05437 4.21771 2.75658
H16 -0.07592 1.68856 1.01284
H17 1.62487 2.06896 0.73589
H18 0.48568 3.40304 1.00433
C12 0.80411 2.99444 -3.32333
C13 -0.66383 2.73319 -3.38116
O4 -1.50416 3.62025 -3.34193
C14 -1.16463 1.29911 -3.40680
H19 1.19335 2.79824 -2.32428
H20 0.97513 4.06297 -3.45407
H21 1.30123 2.37694 -4.07143
H22 -2.24692 1.25628 -3.52888
H23 -0.85052 0.64819 -2.59087
H24 -0.68695 0.88117 -4.29294
F1 1.15804 0.74645 -2.09122
C15 0.47702 0.10525 -1.12999
C16 0.88512 0.23128 0.18922
C17 0.23077 -0.50602 1.16252
C18 -0.87747 -1.32601 0.85891
C19 -1.25265 -1.45803 -0.49230
C20 -0.59894 -0.73503 -1.49490
H25 1.71281 0.88236 0.42883
H26 0.51266 -0.30909 2.18632
H27 -1.26452 -1.97336 1.63191
H28 -2.04157 -2.15214 -0.74174
H29 -0.87109 -0.74677 -2.53998

Atoms 1-2, force components in eV/Å:
0.10 -0.79 0.40
-0.21 0.08 -0.39